Entry 1:
A 2-piece molecular cluster, C21H37Br2NO5 overall. Source: the Open Molecules 2025 dataset; level of theory: ωB97M-V/def2-TZVPD.

Charge   0
HOMO energy   -0.3526 Ha
Gap between HOMO and LUMO   9.52 eV
Strongest force on any atom   0.09947 hartree/bohr
LUMO   -0.072 eV
Structure (SMILES)   CCCCCCCCCC[C@]1([C@H](Br)[C@@H](C)Br)C(=O)OC[C@H]1ON=O.C1CCOC1

Positions of all 66 atoms, in Å:
C1 -4.911 -2.890 2.338
C2 -4.176 -1.725 3.009
C3 -2.729 -1.565 2.516
C4 -2.098 -0.297 3.087
C5 -0.838 0.139 2.303
C6 -1.241 0.605 0.902
C7 -0.138 1.361 0.117
C8 1.288 0.871 0.378
C9 1.456 -0.604 -0.034
C10 1.552 -0.800 -1.564
C11 0.503 -1.742 -2.197
C12 -0.709 -0.990 -2.798
Br1 -2.102 -2.214 -3.463
C13 -0.346 0.105 -3.827
C14 0.373 -0.375 -5.071
Br2 -2.053 0.906 -4.462
C15 -0.144 -2.845 -1.297
O1 -0.924 -2.654 -0.482
O2 0.316 -4.066 -1.603
C16 1.624 -3.863 -2.201
C17 1.341 -2.665 -3.119
O3 0.649 -3.253 -4.263
N1 1.617 -3.550 -5.233
O4 1.119 -3.743 -6.273
H1 -5.599 -2.524 1.576
H2 -4.245 -3.599 1.845
H3 -5.528 -3.442 3.046
H4 -4.742 -0.810 2.827
H5 -4.129 -1.850 4.094
H6 -2.200 -2.464 2.839
H7 -2.756 -1.548 1.427
H8 -2.837 0.504 3.020
H9 -1.792 -0.470 4.118
H10 -0.188 -0.738 2.294
H11 -0.301 0.927 2.832
H12 -2.096 1.277 1.008
H13 -1.576 -0.229 0.289
H14 -0.218 2.431 0.321
H15 -0.350 1.226 -0.952
H16 2.000 1.488 -0.173
H17 1.505 0.992 1.432
H18 2.389 -0.942 0.421
H19 0.660 -1.164 0.448
H20 1.511 0.190 -2.014
H21 2.556 -1.155 -1.778
H22 -1.184 -0.481 -1.964
H23 0.146 0.935 -3.341
H24 -0.103 -1.236 -5.528
H25 1.397 -0.653 -4.804
H26 0.460 0.463 -5.760
H27 2.295 -3.687 -1.361
H28 1.802 -4.771 -2.762
H29 2.239 -2.259 -3.567
C18 2.353 4.998 3.550
C19 2.426 5.549 2.132
C20 2.963 4.353 1.361
O5 2.483 3.183 2.033
C21 1.932 3.558 3.300
H30 1.660 5.536 4.196
H31 3.342 5.025 4.012
H32 1.424 5.804 1.780
H33 3.055 6.433 2.035
H34 4.058 4.329 1.375
H35 2.629 4.337 0.322
H36 0.841 3.468 3.237
H37 2.292 2.873 4.069

Forces on atoms 1 to 6 (eV/Å):
-0.30 0.00 0.05
0.26 -0.19 -0.04
-0.87 0.15 0.29
0.75 -0.06 -0.57
-0.85 -0.38 0.10
0.69 0.33 -0.17


Entry 2:
A 2-piece molecular cluster, C4H9N4 overall. Source: the Open Molecules 2025 dataset; level of theory: ωB97M-V/def2-TZVPD.

Charge   +1
HOMO energy   -0.4898 Ha
Gap between HOMO and LUMO   8.54 eV
Strongest force on any atom   0.12031 hartree/bohr
LUMO   -4.793 eV

Positions of all 17 atoms, in Å:
C1 -0.047 -0.428 1.305
C2 -0.768 -1.539 1.253
C3 -0.882 -0.962 -1.197
C4 -1.743 -2.428 1.493
N1 0.441 0.143 0.169
N2 -0.203 -0.041 -0.933
N3 -1.780 -1.720 -1.893
N4 3.247 2.258 2.467
H1 0.596 -0.190 2.203
H2 -1.430 -3.441 1.306
H3 -2.702 -2.036 1.738
H4 1.010 0.958 0.294
H5 -1.444 -2.646 -1.964
H6 -2.713 -1.617 -1.748
H7 3.604 2.400 3.406
H8 3.380 3.162 2.002
H9 4.022 1.793 2.052

Forces on atoms 1 to 6 (eV/Å):
1.47 -1.96 2.24
-1.72 0.03 0.69
-4.37 -3.28 -2.91
2.83 1.66 -1.07
0.72 1.97 0.72
1.24 0.72 -0.21


Entry 3:
A 40-piece molecular cluster, H80O40 overall. Source: the Open Molecules 2025 dataset; level of theory: ωB97M-V/def2-TZVPD.

Charge   +1
HOMO energy (spin up / spin down)   -0.4402 / -0.4402 Ha
Spin multiplicity   2
Gap between HOMO and LUMO (spin up / spin down)   8.13 / 1.89 eV
Strongest force on any atom   0.05672 hartree/bohr
LUMO (spin up / spin down)   -3.848 / -10.093 eV
<S²>   0.759

Positions of all 120 atoms, in Å:
H1 -1.846 0.748 0.116
H2 -3.322 0.855 0.730
O1 -2.764 0.555 -0.017
H3 -5.631 1.675 2.484
H4 -5.177 1.692 0.891
O2 -5.536 2.137 1.653
H5 1.021 2.171 3.355
H6 2.297 2.174 2.521
O3 1.468 1.689 2.629
H7 -1.690 -5.946 0.658
H8 -3.037 -5.420 1.230
O4 -2.404 -6.128 1.309
H9 5.561 1.017 1.582
H10 5.187 2.416 2.495
O5 5.151 1.496 2.314
H11 0.291 0.414 -0.460
O6 0.052 0.267 0.457
H12 4.869 4.062 1.465
O7 4.706 3.704 0.608
H13 2.496 -2.448 -2.950
H14 3.703 -2.048 -2.128
O8 3.343 -2.785 -2.638
H15 -1.214 -3.081 2.418
H16 -0.995 -1.616 2.892
O9 -0.551 -2.423 2.600
H17 0.030 -3.872 3.397
H18 -0.381 -5.434 3.647
O10 -0.287 -4.575 4.020
H19 -0.574 0.182 -3.145
H20 -1.742 0.697 -2.193
O11 -0.783 0.768 -2.381
H21 0.546 -1.405 -2.611
O12 0.573 -1.076 -3.519
H22 -1.844 -1.679 -1.485
H23 -2.688 -2.004 -2.868
O13 -1.836 -2.012 -2.388
H24 0.345 3.871 -2.515
H25 -0.398 2.578 -3.200
O14 -0.273 3.523 -3.184
H26 -6.025 -0.929 -1.666
H27 -7.028 -0.170 -0.699
O15 -6.371 -0.106 -1.380
H28 1.386 -6.244 -0.955
H29 -0.026 -6.154 -1.263
O16 0.609 -5.721 -0.698
H30 2.466 -0.217 -2.810
H31 2.835 -0.768 -1.337
O17 2.609 -0.014 -1.890
H32 -2.790 1.786 -6.185
H33 -1.981 2.791 -5.273
O18 -2.250 1.871 -5.375
H34 4.423 1.198 -0.314
O19 5.033 1.677 -0.861
H35 0.143 2.260 -0.062
H36 -0.903 2.586 -1.124
O20 -0.753 2.552 -0.143
H37 1.426 -2.962 6.120
O21 0.772 -2.234 6.266
H38 4.095 -0.805 0.741
H39 2.965 -0.515 1.661
O22 3.270 -0.257 0.796
H40 -3.703 -1.997 -3.860
H41 -3.849 -1.825 -5.336
O23 -3.446 -2.438 -4.675
H42 -0.908 4.173 -4.435
H43 -2.447 4.482 -4.820
O24 -1.536 4.499 -5.147
H44 1.779 5.174 1.365
H45 1.039 3.743 1.635
O25 1.380 4.571 2.010
H46 4.264 -3.325 2.489
H47 5.675 -3.605 2.026
O26 4.806 -4.025 2.087
H48 -2.997 0.612 -4.408
H49 -3.648 0.738 -2.949
O27 -3.475 0.168 -3.714
H50 1.939 0.014 3.169
H51 1.701 -1.412 3.879
O28 2.302 -0.713 3.670
H52 5.449 -0.808 -2.198
H53 5.845 0.386 -2.920
O29 5.985 -0.591 -2.963
H54 0.740 -3.358 0.025
H55 1.100 -1.924 0.284
O30 1.476 -2.748 -0.025
H56 -5.012 3.297 -1.704
H57 -5.039 1.709 -1.602
O31 -4.657 2.485 -2.024
H58 -3.506 -3.037 5.149
O32 -3.470 -2.637 4.252
H59 1.722 2.657 -2.354
H60 2.764 3.686 -2.541
O33 1.986 3.492 -1.945
H61 4.744 2.574 -0.700
H62 0.248 0.807 1.216
H63 -0.024 -2.592 5.882
H64 4.347 4.434 0.089
H65 -0.148 -1.476 -4.048
H66 -4.144 -1.981 4.448
O34 -0.909 6.407 1.937
H67 0.013 6.184 1.785
H68 -1.293 5.545 2.160
O35 -2.892 -2.957 1.179
H69 -3.824 -3.171 1.015
H70 -3.036 -1.990 1.422
O36 4.937 -2.085 0.167
H71 4.556 -2.869 0.567
H72 5.834 -2.227 -0.095
O37 -2.355 4.242 1.640
H73 -1.806 3.599 1.190
H74 -3.071 4.412 1.006
O38 -0.197 0.563 5.617
H75 0.630 0.011 5.414
H76 -0.143 1.085 4.830
O39 -2.804 2.261 2.962
H77 -2.143 1.822 2.350
H78 -2.228 2.413 3.756
O40 0.484 -3.652 -2.786
H79 0.752 -3.951 -3.668
H80 -0.365 -3.215 -3.095

Forces on atoms 1 to 6 (eV/Å):
1.29 0.22 0.62
0.91 -0.21 -0.64
-2.36 -0.39 0.09
0.32 -0.78 -0.33
-0.13 -0.93 0.30
-0.28 1.73 -0.20


Entry 4:
C16H20HgN5OS2Si as an isolated structure. Source: the Open Molecules 2025 dataset; level of theory: ωB97M-V/def2-TZVPD.

Charge   -2
HOMO energy (spin up / spin down)   0.0373 / -0.0400 Ha
Spin multiplicity   2
Gap between HOMO and LUMO (spin up / spin down)   3.95 / 6.06 eV
Strongest force on any atom   0.01194 hartree/bohr
LUMO (spin up / spin down)   4.969 / 4.968 eV
<S²>   0.779

Positions of all 46 atoms, in Å:
Hg1 -0.244 1.396 0.323
C1 3.585 0.221 -2.163
C2 2.670 0.851 -1.144
N1 1.451 1.284 -1.461
N2 1.093 1.133 -2.777
C3 -0.104 1.495 -3.104
N3 -0.379 1.318 -4.489
S1 -1.411 2.151 -2.155
C4 3.151 1.014 0.186
C5 4.465 0.600 0.585
C6 4.893 0.794 1.871
C7 4.031 1.401 2.823
C8 2.774 1.778 2.368
N4 2.338 1.624 1.126
H1 3.078 0.177 -3.122
H2 3.869 -0.794 -1.865
H3 4.512 0.797 -2.278
H4 0.156 0.549 -4.867
H5 -1.370 1.208 -4.633
H6 5.124 0.137 -0.141
H7 5.888 0.474 2.161
H8 4.323 1.560 3.852
H9 2.061 2.233 3.055
O1 -1.615 2.202 3.768
S2 -1.419 3.324 2.843
N5 -0.787 3.231 1.524
C9 -0.252 -2.053 1.737
Si1 -0.943 -0.965 0.361
C10 -0.452 -1.835 -1.231
C11 -2.825 -1.198 0.439
C12 -3.481 -1.741 1.552
C13 -4.870 -1.855 1.602
C14 -5.642 -1.421 0.531
C15 -5.014 -0.868 -0.582
C16 -3.627 -0.756 -0.623
H10 -0.590 -3.096 1.633
H11 -0.531 -1.685 2.734
H12 0.844 -2.029 1.678
H13 -0.721 -2.900 -1.190
H14 0.633 -1.742 -1.374
H15 -0.932 -1.377 -2.106
H16 -2.895 -2.078 2.402
H17 -5.348 -2.274 2.482
H18 -6.722 -1.500 0.568
H19 -5.607 -0.507 -1.416
H20 -3.156 -0.282 -1.484

Forces on atoms 1 to 6 (eV/Å):
-0.05 -0.32 0.10
0.07 -0.03 -0.03
0.04 0.18 0.19
0.22 0.06 0.02
-0.18 -0.02 0.21
0.01 -0.11 -0.18


Entry 5:
C8H17ClINO3PTl as an isolated structure. Source: the Open Molecules 2025 dataset; level of theory: ωB97M-V/def2-TZVPD.

Charge   +2
HOMO energy (spin up / spin down)   -0.5614 / -0.5524 Ha
Gap between HOMO and LUMO (spin up / spin down)   3.85 / 3.46 eV
Strongest force on any atom   0.07265 hartree/bohr
LUMO (spin up / spin down)   -11.429 / -11.571 eV

Positions of all 33 atoms, in Å:
C1 -0.442 -2.240 -0.732
C2 0.562 -1.163 -0.939
H1 0.095 -3.198 -0.777
H2 -1.294 -2.244 -1.431
H3 -0.844 -2.154 0.275
O1 1.697 -1.221 -0.471
I1 1.611 1.988 1.117
Tl1 -2.839 1.448 0.643
P1 0.006 0.347 -2.083
C3 1.633 0.968 -2.506
C4 -0.618 -0.606 -3.513
H4 -2.033 1.795 -1.854
H5 -1.101 2.126 -3.331
H6 -0.516 2.735 -1.755
C5 -1.013 1.891 -2.253
H7 -1.656 -0.933 -3.350
H8 -0.586 0.059 -4.387
H9 1.636 1.263 -3.560
H10 2.426 0.253 -2.292
H11 0.008 -1.484 -3.721
H12 1.793 1.847 -1.873
C6 3.533 0.298 0.740
O2 4.326 -0.516 0.741
Cl1 -4.520 0.174 2.144
C7 0.818 -0.119 4.292
C8 -0.291 -0.382 3.300
N1 -1.523 -0.114 3.814
O3 -0.143 -0.725 2.118
H13 0.421 -0.247 5.310
H14 1.204 0.900 4.167
H15 1.670 -0.789 4.190
H16 -2.375 -0.309 3.287
H17 -1.647 0.353 4.688

Forces on atoms 1 to 6 (eV/Å):
-0.29 -0.55 -0.68
1.68 -0.60 2.81
-0.21 0.17 -0.02
0.49 0.09 0.18
0.13 0.26 0.29
-3.03 0.98 -1.95